A structure of composition C24H41AlF9O5. Source: the Open Molecules 2025 dataset; level of theory: the ωB97M-V functional and the def2-TZVPD basis.

```
80
Properties=species:S:1:pos:R:3:mulliken_charge:R:1
C -0.5493 -1.1045 4.1540 -0.729
C 0.6488 -0.2349 4.5573 -0.394
C 1.9369 -0.5862 3.8001 -0.938
C 1.7738 -0.6013 2.2619 -0.137
C 1.6330 -1.9936 1.6174 -0.596
Al 0.9815 -1.8579 -0.3094 -1.178
C 2.3112 -2.7573 -1.5897 -0.629
C 3.2173 -3.7465 -0.8970 -0.717
O 3.5596 -4.8763 -1.7845 -0.369
C 3.9526 -5.9886 -1.1300 0.772
C 3.0438 -7.1696 -1.3650 -0.914
O 4.9253 -6.0398 -0.4052 -0.598
C -0.8072 -2.7979 -0.6058 -0.742
C -1.6649 -2.9962 0.6648 -0.519
C -2.7851 -2.0073 0.8102 0.763
F -2.2805 -0.7278 0.8292 -0.198
F -3.4353 -2.1801 2.0070 -0.399
C -3.9153 -1.9500 -0.2794 0.555
F -4.9731 -1.2938 0.2835 -0.370
F -3.5269 -1.2142 -1.3420 -0.185
C -4.5249 -3.3069 -0.7625 0.486
F -4.6314 -4.1178 0.3210 -0.278
F -5.7748 -3.0481 -1.2078 -0.319
C -3.8176 -4.1346 -1.8939 0.726
F -3.1965 -3.3700 -2.7727 -0.216
F -2.9663 -5.0059 -1.3735 -0.245
F -4.7515 -4.8345 -2.5473 -0.288
C 0.8483 0.1022 -0.8484 -0.814
C 0.6275 0.2924 -2.3497 0.694
C 1.0291 1.6817 -2.8638 -1.513
O -0.7641 0.0850 -2.6758 -0.643
H -1.3596 -1.0388 4.8855 0.484
H -0.9472 -0.7795 3.1897 -0.044
H -0.2612 -2.1566 4.0719 0.244
H 0.8297 -0.3342 5.6324 0.398
H 0.4061 0.8071 4.3249 0.073
H 2.6807 0.1789 4.0544 0.339
H 2.3072 -1.5572 4.1445 0.361
H 0.9335 0.0528 1.9976 -0.248
H 2.6586 -0.1271 1.8278 0.434
H 1.0491 -2.6609 2.2630 0.417
H 2.6419 -2.4307 1.5824 0.551
H 2.9050 -2.0307 -2.1543 0.437
H 1.7116 -3.3187 -2.3188 0.350
H 4.1526 -3.2661 -0.5963 0.179
H 2.7559 -4.1626 0.0057 0.323
H 2.2381 -7.1172 -0.6270 0.197
H 3.6038 -8.0945 -1.2282 0.331
H 2.6072 -7.1390 -2.3620 0.333
H -1.3453 -2.2373 -1.3711 0.507
H -0.5847 -3.7840 -1.0273 0.580
H -2.0730 -4.0039 0.7857 0.525
H -1.0482 -2.8227 1.5568 -0.159
H 1.7750 0.5931 -0.5338 0.453
H 0.0296 0.6031 -0.3127 0.431
H 1.1881 -0.4602 -2.9178 0.195
H 0.2069 2.3835 -2.7064 0.281
H 1.9024 2.0434 -2.3137 0.335
H 1.2890 1.6700 -3.9287 0.362
H -1.2251 -0.0314 -1.8395 0.331
C -0.6839 3.3643 2.4932 -0.761
C 0.0752 3.7662 1.2478 0.851
O 0.7630 2.9744 0.6519 -0.478
C -0.0848 5.1934 0.7795 -1.230
H -0.4911 2.3163 2.7125 -0.120
H -0.3694 3.9775 3.3401 0.374
H -1.7552 3.5095 2.3425 0.339
H 0.2487 5.8933 1.5466 0.350
H -1.1333 5.4016 0.5618 0.318
H 0.5038 5.3460 -0.1204 0.284
C 0.6420 9.4598 -2.2803 -1.148
C -0.3019 8.4794 -1.6243 0.844
O -0.0683 8.0023 -0.5403 -0.506
C -1.5487 8.1192 -2.3963 -1.071
H 1.4965 9.6331 -1.6309 0.293
H 0.9879 9.0629 -3.2359 0.339
H 0.1294 10.4050 -2.4672 0.337
H -1.2792 7.6747 -3.3556 0.325
H -2.1427 9.0146 -2.5880 0.332
H -2.1396 7.4081 -1.8246 0.262
```

- F_max (eV Å⁻¹) = 0.78
- multiplicity = 1
- total charge = -1
- calculated total energy (Ha) = -2456.59384
- gap between HOMO and LUMO (hartree) = 0.2571
- highest occupied orbital energy (eV) = -4.9